Entry 1:
{
  "formula": "C26H39F4GdN8",
  "method": "ωB97M-V with the def2-TZVPD basis set",
  "symbols": ["Gd", "C", "N", "C", "C", "C", "N", "C", "C", "F", "C", "F", "C", "C", "F", "C", "F", "H", "H", "H", "H", "H", "H", "H", "H", "H", "H", "H", "C", "N", "C", "C", "N", "C", "C", "C", "C", "C", "C", "N", "C", "N", "C", "C", "N", "C", "C", "N", "C", "C", "H", "H", "H", "H", "H", "H", "H", "H", "H", "H", "H", "H", "H", "H", "H", "H", "H", "H", "H", "H", "H", "H", "H", "H", "H", "H", "H", "H"],
  "positions_angstrom": [[-0.65808, -0.39961, -0.88119], [-2.05829, -3.19728, -2.42988], [-1.78557, -1.78564, -2.76354], [-3.03292, -1.15687, -3.15175], [-0.82907, -1.71843, -3.90085], [0.53285, -2.20183, -3.43871], [0.91809, -1.33288, -2.30335], [2.23176, -1.15928, -1.87307], [2.62396, 0.00617, -1.18356], [1.51674, 0.70430, -0.54900], [3.94596, 0.33196, -0.90681], [4.17643, 1.66955, -0.65537], [4.93545, -0.62589, -1.07489], [4.46608, -1.88372, -1.47991], [5.40861, -2.82919, -1.49223], [3.18504, -2.18744, -1.89852], [2.71613, -3.40677, -2.34228], [-2.83569, -3.57623, -3.10747], [-2.45496, -3.25741, -1.40383], [-1.15433, -3.78370, -2.54851], [-3.58735, -1.72096, -3.95569], [-2.85862, -0.15752, -3.47108], [-3.74234, -1.24833, -2.31973], [-0.75357, -0.75291, -4.35821], [-1.18266, -2.27548, -4.72116], [1.23214, -2.05246, -4.26186], [0.47220, -3.29629, -3.16734], [5.99494, -0.54997, -0.80095], [0.02667, 3.62429, 1.99431], [-0.52623, 4.03382, 0.65061], [-0.74213, 5.42121, 0.47101], [-0.70577, 3.04272, -0.24952], [-0.95151, 1.75532, 0.05447], [-1.63680, 1.43394, 1.28826], [-2.80587, 2.15536, 1.63334], [-3.55871, 1.71656, 2.72600], [-3.30195, 0.51074, 3.38133], [-2.14940, -0.22524, 3.02993], [-1.31371, 0.23393, 1.97524], [-0.37722, -0.63312, 1.38881], [0.29888, -1.53798, 2.10488], [0.82286, -1.24466, 3.31348], [1.08711, -2.21667, 4.36441], [0.99548, 0.14557, 3.77152], [0.60679, -2.69748, 1.49115], [1.87978, -3.37350, 1.74143], [-0.29747, -3.27330, 0.46902], [-0.46650, 3.32549, -1.56748], [-1.05727, 2.49930, -2.60069], [0.80320, 3.97933, -1.94040], [-0.77015, 3.86791, 2.70942], [0.88656, 4.26692, 2.22283], [0.33803, 2.61413, 2.05135], [-1.42492, 5.84240, 1.18914], [-1.13239, 5.58747, -0.53272], [0.18915, 5.98088, 0.67422], [-3.11700, 3.05752, 1.13113], [-4.36659, 2.39670, 3.08046], [-3.95398, 0.13432, 4.13945], [-1.92916, -1.13728, 3.55817], [0.91322, -3.18251, 3.97623], [0.38921, -2.05714, 5.22907], [2.11556, -2.10087, 4.72728], [1.04564, 0.93093, 2.99329], [1.93586, 0.15231, 4.33358], [0.16879, 0.42363, 4.41114], [1.81222, -4.16342, 2.47441], [2.60677, -2.58065, 2.04327], [2.24837, -3.84303, 0.84467], [-1.35659, -3.33497, 0.81155], [0.11279, -4.23695, 0.16543], [-0.35006, -2.76083, -0.49624], [-2.09157, 2.86787, -2.77315], [-1.14110, 1.43140, -2.24964], [-0.51898, 2.65501, -3.57585], [1.09905, 4.81624, -1.28191], [0.69094, 4.35177, -2.96825], [1.54717, 3.18870, -1.93871]],
  "forces_ev_per_angstrom": [[0.22, -0.37, -0.63], [-0.57, 0.20, 0.12], [0.36, 0.16, -0.50], [-1.54, -1.43, -0.03], [0.57, -0.35, 1.04], [0.07, -0.26, 0.74], [0.30, 0.95, 0.79], [-1.14, -0.47, 0.36], [-1.15, -0.43, 0.37], [1.66, -0.17, -1.55], [-0.14, 1.59, -0.25], [0.05, -1.80, 0.41], [-0.91, -0.05, 0.35], [1.20, -0.72, -0.14], [-0.25, -0.36, -0.16], [-0.51, 0.05, -0.67], [1.33, 1.15, 0.66], [0.23, -0.15, 0.09], [0.15, -0.16, -0.33], [-0.18, -0.17, 0.27], [0.82, 0.51, 0.29], [-0.10, 0.95, -0.15], [0.12, 0.56, 0.07], [-0.01, 1.13, 0.48], [-0.59, -1.39, -0.98], [0.16, -0.28, 0.03], [0.46, 1.15, -0.44], [-0.58, 0.34, -0.34], [-1.09, 2.44, -0.40], [0.97, -2.97, 1.44], [0.68, 1.16, -0.63], [0.57, -0.60, -0.41], [-0.34, 1.06, 1.10], [-0.90, 0.07, -0.90], [0.53, -1.13, 1.44], [-0.66, 1.03, -0.08], [1.77, -0.16, -0.69], [-0.98, 1.51, -0.45], [-1.32, 0.06, 0.24], [0.36, -0.51, 0.32], [0.59, 0.85, 0.03], [-0.20, 0.76, -0.52], [-0.37, 0.85, 0.89], [0.24, 0.09, -0.17], [-0.53, -0.75, -0.61], [0.55, 0.96, 0.17], [-0.28, 0.14, 0.42], [-0.09, 0.61, 0.24], [-0.71, 0.27, -0.44], [-0.28, 0.18, -0.25], [0.39, -0.42, 0.22], [-0.16, -0.05, -0.20], [0.02, -0.82, -0.24], [-0.67, -0.22, 0.39], [0.19, 0.27, 0.09], [-0.18, -0.16, -0.57], [0.22, 0.07, -0.22], [0.44, -0.91, -0.39], [-0.23, 0.00, 0.43], [0.08, -0.28, -0.09], [-0.07, -1.05, -0.10], [0.56, -0.01, -0.74], [-0.22, -0.19, -0.11], [0.09, -0.97, 0.03], [-0.25, 0.19, -0.02], [-0.14, 0.07, 0.41], [0.00, -0.09, 0.38], [-0.42, -0.88, -0.06], [0.01, 0.06, -0.55], [0.87, -0.28, 0.11], [-0.34, -0.14, 0.38], [0.53, 0.22, 0.03], [0.41, -0.52, 0.03], [0.21, 1.11, -1.14], [-0.35, -0.64, 1.14], [-0.31, -0.60, -0.29], [0.14, 0.07, 0.44], [0.57, 0.15, 0.01]],
  "multiplicity": 8,
  "orbital_gap_ev": [8.17, 4.84],
  "total_charge": 2,
  "homo_energy_ev": [-13.42, -13.18],
  "total_energy_ha": -2616.72489,
  "molar_mass_g_mol": 696.9
}



Entry 2:
{
  "formula": "C26H39N6OP3Pt",
  "method": "ωB97M-V with the def2-TZVPD basis set",
  "symbols": ["Pt", "C", "N", "C", "C", "N", "C", "P", "C", "N", "C", "C", "N", "C", "C", "N", "C", "C", "N", "C", "H", "H", "H", "H", "H", "H", "H", "H", "H", "H", "H", "H", "H", "H", "H", "C", "P", "C", "C", "C", "C", "C", "C", "C", "P", "C", "C", "H", "H", "H", "H", "H", "H", "H", "H", "H", "H", "H", "H", "H", "H", "H", "H", "C", "C", "C", "O", "C", "H", "H", "H", "H", "H", "H", "H", "H"],
  "positions_angstrom": [[0.17588, -0.15003, -0.50729], [-5.08385, -2.46185, -0.01281], [-3.71815, -2.29283, -0.54739], [-3.22821, -2.94613, -1.64238], [-1.96875, -2.46528, -1.85607], [-1.69265, -1.52510, -0.88898], [-2.77190, -1.43657, -0.11358], [-3.06311, -0.09024, 1.09150], [-1.45710, -0.08016, 1.96028], [-0.21789, 0.04682, 1.44621], [0.67998, 0.11829, 2.48265], [-0.02980, 0.04491, 3.63898], [-1.34818, -0.07482, 3.29802], [-2.45138, -0.17695, 4.27781], [-2.59670, 1.16231, -0.13919], [-1.47441, 1.14158, -0.86862], [-1.60062, 2.08449, -1.85459], [-2.81727, 2.68453, -1.70473], [-3.42146, 2.10418, -0.62586], [-4.76177, 2.46144, -0.12101], [-5.45916, -3.43196, -0.32519], [-5.06860, -2.41441, 1.07242], [-5.73680, -1.68811, -0.41155], [-3.80420, -3.68225, -2.18064], [-1.29104, -2.70326, -2.65647], [1.73961, 0.22448, 2.34596], [0.30059, 0.08087, 4.66459], [-2.02774, -0.46270, 5.23611], [-2.94783, 0.78567, 4.38043], [-3.16488, -0.93204, 3.96090], [-0.86258, 2.23619, -2.61797], [-3.28566, 3.46818, -2.27819], [-5.06213, 3.39564, -0.58575], [-5.48162, 1.68896, -0.38274], [-4.72943, 2.59365, 0.95721], [3.39038, -0.20387, -1.95334], [2.51946, 0.00264, -0.38717], [3.17854, 1.52958, 0.29656], [3.06785, -1.27845, 0.73725], [4.21973, -1.17904, 1.50731], [4.50367, -2.17123, 2.44532], [3.65564, -3.25696, 2.59890], [2.51280, -3.37287, 1.80966], [2.24069, -2.39174, 0.85897], [0.84557, -2.52286, -0.25789], [1.43339, -3.16613, -1.84192], [-0.23196, -3.77940, 0.43195], [4.43485, 0.03425, -1.73235], [3.02351, 0.48725, -2.71138], [3.33505, -1.21455, -2.34374], [4.26361, 1.42134, 0.35652], [2.78084, 1.74593, 1.28629], [2.94415, 2.35067, -0.37110], [4.90241, -0.34579, 1.40923], [5.37938, -2.07433, 3.07412], [3.87835, -4.02280, 3.33050], [1.87441, -4.23602, 1.93664], [2.23686, -3.86984, -1.60651], [1.79851, -2.40347, -2.52176], [0.62945, -3.70762, -2.33908], [0.33180, -4.71442, 0.35742], [-1.13783, -3.88034, -0.15581], [-0.49350, -3.56525, 1.46731], [2.10921, 4.47038, -2.57788], [1.32464, 4.99573, -1.36487], [0.66480, 3.76453, -0.73963], [1.16066, 2.59559, -1.45591], [1.62064, 3.04572, -2.76252], [3.18234, 4.49966, -2.39268], [1.93344, 5.06367, -3.47243], [0.57728, 5.72991, -1.65926], [1.97392, 5.50366, -0.65514], [-0.41904, 3.81712, -0.83251], [0.89308, 3.62878, 0.31888], [0.79364, 3.00091, -3.47889], [2.39656, 2.36217, -3.10115]],
  "forces_ev_per_angstrom": [[-0.92, -2.05, -0.51], [-0.03, 0.04, -0.02], [-0.07, -0.06, 0.02], [0.00, 0.01, -0.02], [-0.19, 0.28, 0.03], [-0.02, -0.27, -0.65], [0.10, -0.04, 0.18], [-0.06, 0.04, -0.13], [-0.08, -0.03, -0.07], [0.55, -0.04, 0.11], [0.00, 0.01, 0.04], [0.00, 0.04, -0.01], [0.04, -0.11, -0.03], [-0.08, 0.11, 0.02], [-0.01, 0.30, 0.11], [0.29, 0.72, 0.32], [-0.37, -0.26, -0.17], [0.01, -0.10, -0.09], [-0.04, 0.04, -0.01], [-0.01, -0.07, 0.00], [0.03, -0.02, 0.03], [0.03, -0.03, 0.00], [0.02, 0.01, -0.02], [-0.02, 0.02, 0.00], [0.00, -0.02, -0.03], [-0.02, -0.04, 0.05], [-0.01, 0.02, 0.00], [0.03, -0.03, -0.02], [0.03, 0.02, -0.02], [0.03, -0.03, -0.01], [0.06, 0.09, 0.08], [-0.02, 0.00, 0.02], [0.02, 0.01, 0.00], [0.01, 0.00, -0.04], [0.03, 0.02, 0.00], [-0.55, 0.02, -0.37], [0.74, 0.94, 0.81], [-0.08, 0.12, 0.02], [-0.09, -0.17, -0.07], [0.04, 0.01, 0.03], [-0.01, -0.01, -0.02], [-0.04, 0.00, -0.01], [0.19, -0.05, -0.19], [-0.23, -0.28, 0.41], [0.97, 0.63, 0.29], [-0.40, -0.03, -0.12], [-0.46, 0.31, 0.06], [0.00, 0.01, 0.04], [0.06, 0.04, 0.01], [0.11, -0.03, 0.07], [-0.01, -0.07, 0.05], [0.03, 0.01, 0.00], [-0.01, 0.01, -0.02], [-0.04, 0.03, 0.04], [0.04, -0.04, -0.05], [-0.01, 0.03, 0.03], [0.01, -0.01, 0.02], [0.01, 0.01, -0.02], [0.02, 0.00, 0.00], [0.03, -0.08, 0.00], [0.05, 0.02, 0.07], [0.02, -0.13, -0.03], [0.12, -0.03, 0.04], [0.18, 0.07, 0.00], [0.01, 0.16, 0.09], [0.02, 0.03, 0.05], [0.02, 0.11, -0.33], [-0.22, 0.07, 0.02], [-0.01, -0.08, 0.05], [-0.02, 0.00, 0.00], [-0.07, -0.09, -0.04], [0.08, -0.07, -0.02], [0.01, -0.02, -0.03], [0.13, -0.05, -0.02], [-0.01, 0.01, 0.00], [0.02, 0.01, 0.00]],
  "orbital_gap_ev": [5.48, 5.48],
  "relative_energy_kj_mol": 0.0,
  "total_charge": 4,
  "homo_energy_ev": [-20.04, -20.04],
  "total_energy_ha": -2559.83495,
  "molar_mass_g_mol": 739.6
}



Entry 3:
{
  "formula": "C26H39N7O5RuS2",
  "method": "ωB97M-V with the def2-TZVPD basis set",
  "symbols": ["Ru", "C", "C", "N", "N", "C", "O", "C", "C", "C", "C", "C", "C", "C", "C", "C", "C", "C", "N", "H", "H", "H", "H", "H", "H", "H", "H", "H", "H", "H", "H", "C", "N", "C", "C", "C", "N", "C", "C", "O", "H", "H", "H", "H", "H", "H", "H", "H", "H", "H", "H", "H", "C", "S", "O", "O", "O", "H", "H", "H", "C", "C", "N", "C", "S", "N", "C", "C", "H", "H", "H", "H", "H", "H", "H", "H", "H", "H", "H", "H"],
  "positions_angstrom": [[-1.96978, -0.83928, -1.56483], [-3.65316, 1.63245, 1.56551], [-3.27396, 0.99639, 0.27483], [-2.53874, -0.18263, 0.24508], [-2.31891, -0.90556, 1.31397], [-1.70379, -2.06497, 0.99284], [-1.51330, -2.37016, -0.23523], [-1.29143, -2.98949, 2.04226], [-0.83664, -4.26402, 1.69489], [-0.35426, -5.11187, 2.67574], [-0.31307, -4.69453, 4.00083], [-0.77653, -3.43068, 4.34890], [-1.27076, -2.58004, 3.37902], [-3.60631, 1.47827, -0.98855], [-4.33444, 2.66878, -1.22586], [-4.64772, 3.02955, -2.50791], [-4.23909, 2.21723, -3.57728], [-3.50399, 1.08014, -3.30687], [-3.18500, 0.71212, -2.06893], [-3.54390, 0.91083, 2.36982], [-4.68069, 1.99277, 1.53173], [-3.00201, 2.48490, 1.78009], [-0.87776, -4.57262, 0.65773], [-0.01086, -6.10253, 2.40767], [0.06987, -5.35964, 4.76392], [-0.75255, -3.10639, 5.38085], [-1.63280, -1.59249, 3.62673], [-4.63106, 3.28109, -0.38601], [-5.20621, 3.93585, -2.69858], [-4.49671, 2.46769, -4.59506], [-3.15551, 0.43430, -4.10137], [1.87081, 0.15107, -1.80665], [1.63760, 1.56895, -1.65801], [2.79538, 2.40334, -1.93886], [2.63335, 3.78174, -1.33341], [1.29625, 4.34053, -1.76693], [0.22972, 3.40920, -1.44107], [-1.09463, 3.98762, -1.32182], [0.37252, 2.05615, -1.51451], [-0.65845, 1.34798, -1.41355], [2.77553, -0.12589, -1.26379], [1.99255, -0.12874, -2.85822], [1.04758, -0.39862, -1.39217], [2.95933, 2.47700, -3.02105], [3.66728, 1.90656, -1.51042], [3.44070, 4.43636, -1.65840], [2.66373, 3.71026, -0.24445], [1.30588, 4.54740, -2.84415], [1.08857, 5.27729, -1.24950], [-1.09200, 4.74293, -0.53407], [-1.80081, 3.20633, -1.06621], [-1.40459, 4.45848, -2.25972], [-0.09804, -2.05446, -5.05450], [-1.04694, -2.59883, -3.63283], [-1.43498, -3.95739, -3.82688], [-0.20087, -2.30981, -2.46564], [-2.21201, -1.63839, -3.53014], [-0.33389, -2.70102, -5.89486], [0.94884, -2.14371, -4.77957], [-0.35434, -1.02040, -5.27104], [3.38827, -3.34225, 3.11156], [3.14748, -2.93391, 1.65921], [1.98034, -2.08276, 1.47907], [1.93329, -0.76125, 1.69070], [0.49661, 0.08016, 1.37453], [3.05675, -0.14405, 2.09526], [3.13772, 1.26809, 2.45542], [2.61282, 1.56188, 3.85685], [4.28550, -3.95824, 3.17920], [2.54344, -3.91955, 3.48590], [3.51774, -2.47892, 3.76616], [2.98857, -3.82764, 1.05815], [4.02391, -2.42489, 1.24929], [1.11526, -2.51372, 1.19818], [3.82746, -0.72183, 2.38989], [2.56884, 1.83331, 1.71902], [4.18782, 1.55135, 2.38259], [1.58419, 1.21864, 3.94851], [2.63935, 2.63683, 4.03934], [3.22169, 1.07138, 4.61766]],
  "forces_ev_per_angstrom": [[0.32, -0.13, -0.12], [0.10, -0.07, -0.15], [-0.33, 0.37, 0.21], [0.40, -0.38, -0.64], [-0.24, 0.38, 0.65], [0.12, -0.24, -0.51], [-0.23, 0.13, 0.16], [0.07, 0.01, 0.25], [-0.06, 0.10, -0.13], [0.06, -0.09, 0.03], [-0.05, 0.01, -0.05], [-0.01, 0.03, 0.09], [-0.06, 0.01, -0.17], [-0.02, -0.15, -0.02], [-0.04, -0.06, 0.03], [0.04, -0.05, -0.10], [-0.05, 0.14, 0.14], [-0.01, 0.01, -0.16], [-0.40, 0.10, 0.09], [-0.03, 0.03, 0.06], [0.00, -0.01, 0.03], [0.03, -0.01, 0.01], [0.04, -0.01, 0.02], [-0.01, 0.01, 0.01], [0.00, 0.00, 0.00], [0.00, -0.03, 0.00], [0.06, 0.02, 0.06], [-0.02, -0.02, 0.00], [-0.02, -0.01, 0.01], [0.06, -0.04, -0.03], [-0.01, -0.05, 0.04], [-0.02, -0.08, -0.19], [-0.32, -0.05, -0.01], [0.05, 0.22, 0.08], [-0.10, -0.09, -0.02], [0.11, 0.00, 0.05], [0.00, 0.13, 0.00], [0.04, -0.08, 0.00], [-0.13, 0.07, 0.08], [0.66, -0.53, -0.26], [0.01, 0.03, 0.01], [0.03, 0.01, 0.00], [-0.26, -0.24, 0.11], [-0.01, -0.03, 0.01], [0.00, -0.03, -0.04], [0.02, -0.01, 0.01], [0.01, 0.02, 0.01], [-0.04, 0.05, 0.01], [-0.02, 0.03, -0.03], [0.00, 0.03, -0.02], [0.07, 0.10, -0.02], [-0.02, 0.00, 0.00], [-0.39, -0.11, 0.22], [1.08, -0.40, -0.60], [-0.09, 0.07, 0.00], [-0.13, 0.37, 0.02], [-0.22, 0.51, 0.70], [-0.03, 0.04, -0.02], [0.02, -0.04, -0.03], [0.06, 0.00, 0.00], [0.00, 0.00, -0.07], [0.00, -0.03, 0.24], [0.27, -0.10, 0.05], [-0.15, 0.10, -0.09], [-0.07, 0.10, 0.16], [0.02, -0.13, 0.08], [-0.10, 0.02, 0.17], [0.06, -0.03, -0.12], [-0.01, 0.00, 0.02], [-0.01, 0.01, 0.01], [-0.01, 0.01, 0.00], [0.01, 0.05, -0.08], [-0.01, -0.05, -0.08], [-0.05, 0.04, -0.04], [0.00, 0.00, -0.04], [0.03, -0.01, -0.06], [-0.01, 0.02, -0.10], [-0.04, 0.01, 0.02], [0.00, -0.02, 0.04], [-0.01, -0.01, -0.01]],
  "multiplicity": 6,
  "orbital_gap_ev": [6.56, 5.01],
  "relative_energy_kj_mol": 247.7,
  "total_charge": 1,
  "homo_energy_ev": [-9.10, -10.52],
  "total_energy_ha": -2664.66253,
  "molar_mass_g_mol": 694.8
}